# C19H19F3N6O3

The molecule C19H19F3N6O3 (the ωB97M-V functional and the def2-TZVPD basis, OMol25).

## Properties
orbital gap = 8.832 eV
SMILES = Nc1oc2cccnc2c1C(=O)Nc1cnccc1N1C[C@@H](N)[C@@H](O)[C@@H](C(F)(F)F)C1
HOMO energy = -8.342 eV

```
! RIJCOSX wB97M-V def2-TZVPD def2/J DEFGRID3
* xyz 0 1
N 4.849 -2.709 1.122
C 3.994 -2.408 0.084
O 4.387 -2.397 -1.207
C 3.297 -2.079 -1.998
C 3.048 -1.917 -3.358
C 1.873 -1.394 -3.757
C 0.920 -1.058 -2.881
N 1.075 -1.307 -1.531
C 2.242 -1.770 -1.135
C 2.644 -2.070 0.226
C 1.889 -1.966 1.463
O 2.510 -2.020 2.497
N 0.638 -1.321 1.389
C -0.091 -0.875 2.517
C 0.003 -1.472 3.828
N -0.778 -1.098 4.952
C -1.619 -0.075 4.752
C -1.779 0.453 3.466
C -1.100 0.081 2.305
N -1.439 0.725 1.093
C -2.669 0.493 0.322
C -2.408 0.391 -1.201
N -3.528 0.866 -2.070
C -1.147 1.286 -1.543
O -1.207 1.621 -3.034
C -0.713 2.488 -0.654
C -1.518 3.786 -0.811
F -2.752 3.573 -0.456
F -1.568 4.413 -2.023
F -1.038 4.684 0.087
C -0.550 1.895 0.791
H 5.914 -2.626 0.929
H 4.522 -2.201 1.975
H 3.726 -2.040 -4.152
H 1.713 -1.166 -4.767
H 0.023 -0.516 -3.193
H 0.341 -1.182 0.445
H 0.586 -2.372 3.869
H -2.324 0.276 5.606
H -2.511 1.319 3.282
H -3.388 1.145 0.720
H -3.155 -0.491 0.593
H -2.254 -0.670 -1.555
H -3.844 1.790 -1.639
H -4.351 0.284 -2.158
H -0.327 0.554 -1.444
H -2.156 1.860 -3.296
H 0.304 2.720 -0.852
H -0.781 2.793 1.439
H 0.496 1.702 0.962
*
```

Atom charges from the natural (NBO) analysis, given in e for atoms 1 to 4: -0.81 0.59 -0.42 0.23